Run 1
Entry from the OMol25 dataset: a 11-piece molecular cluster, H22O11 overall (wB97M-V/def2-TZVPD).

Computed properties:
Gap between HOMO and LUMO (eV): 10.33
HOMO level (Eh): -0.394
Structure (SMILES): O.O.O.O.O.O.O.O.O.O.O
2S+1: 1

Atoms and positions in Å:
O1 0.215 1.025 -3.741
O2 1.349 -0.306 4.148
O3 -2.430 0.442 -2.825
O4 -1.602 0.128 3.236
O5 2.236 0.416 -2.020
O6 -0.462 -2.263 2.025
O7 -1.440 2.928 -0.573
O8 -1.402 -2.297 -2.337
O9 2.295 -2.152 1.001
O10 1.763 1.182 1.523
O11 -0.355 -0.107 0.219
H1 1.382 0.672 -2.416
H2 0.511 0.075 0.643
H3 3.173 -1.844 1.255
H4 -1.581 -0.759 2.843
H5 0.746 -0.616 3.454
H6 2.252 -0.542 -2.083
H7 -1.355 3.488 0.208
H8 0.838 -0.432 4.954
H9 -0.128 1.428 -4.545
H10 -1.582 0.719 2.476
H11 2.663 1.029 1.213
H12 2.327 -2.220 0.040
H13 -2.064 3.392 -1.142
H14 -0.438 -1.789 1.166
H15 1.644 0.582 2.279
H16 -2.692 1.119 -3.459
H17 -0.552 0.700 -0.271
H18 -2.810 0.732 -1.983
H19 -0.591 -1.948 -1.951
H20 0.433 -2.607 2.144
H21 -1.968 -1.519 -2.440
H22 -0.372 1.344 -3.040


Run 2
Entry from the OMol25 dataset: a 11-piece molecular cluster, H22O11 overall (wB97M-V/def2-TZVPD).

Computed properties:
Gap between HOMO and LUMO (eV): 9.21
HOMO level (Eh): -0.339
Structure (SMILES): O.O.O.O.O.O.O.O.O.O.O
2S+1: 1

Atoms and positions in Å:
O1 0.927 -2.767 1.531
O2 -1.775 -0.846 2.956
O3 -2.186 -0.402 -1.240
O4 0.872 -1.510 -0.464
O5 2.959 2.698 2.557
O6 -4.269 0.465 0.264
O7 4.773 2.189 -1.729
O8 0.318 0.405 0.121
O9 -1.770 2.553 -0.165
O10 4.056 -2.158 -1.370
O11 -3.864 0.240 -2.217
H1 -4.604 -0.516 0.238
H2 4.275 -1.317 -1.697
H3 -4.147 -0.555 -1.613
H4 -1.595 1.904 -0.850
H5 0.984 0.261 0.806
H6 1.338 -2.366 -0.177
H7 -0.802 -0.580 2.976
H8 2.588 3.494 2.394
H9 -4.018 0.669 1.156
H10 -1.942 -1.111 -1.790
H11 -2.777 2.656 -0.138
H12 1.607 -0.959 -0.589
H13 -0.421 -0.089 0.360
H14 0.279 -3.382 1.854
H15 -2.012 0.465 -1.747
H16 3.934 1.659 -1.876
H17 1.595 -3.443 1.123
H18 4.777 -2.749 -1.616
H19 -2.161 -0.113 2.527
H20 2.974 2.347 1.664
H21 -4.628 0.737 -2.453
H22 4.715 2.122 -0.797


Run 3
Entry from the OMol25 dataset: a 11-piece molecular cluster, H22O11 overall (wB97M-V/def2-TZVPD).

Computed properties:
Gap between HOMO and LUMO (eV): 8.89
HOMO level (Eh): -0.348
Structure (SMILES): O.O.O.O.O.O.O.O.O.O.O
2S+1: 1

Atoms and positions in Å:
O1 0.689 2.407 -2.736
O2 0.283 -1.311 2.045
O3 -1.752 -1.559 -2.010
O4 -1.285 1.016 2.611
O5 -2.612 -1.213 0.357
O6 2.196 0.501 2.681
O7 0.293 -0.197 -0.615
O8 1.836 2.093 -0.205
O9 -1.814 1.509 -2.289
O10 -1.605 -2.668 2.599
O11 2.628 -1.687 -1.379
H1 0.658 -2.145 1.895
H2 -0.904 1.622 -2.439
H3 0.822 3.335 -2.939
H4 -1.935 -1.135 -0.369
H5 0.760 0.597 -0.148
H6 -0.840 -1.392 -2.089
H7 0.201 -0.842 0.078
H8 -3.414 -1.296 -0.073
H9 1.228 2.198 -1.980
H10 -1.641 1.425 1.847
H11 -1.803 -2.030 1.828
H12 -1.852 -1.432 -2.890
H13 -1.027 0.176 2.424
H14 1.942 1.358 2.098
H15 2.426 -2.282 -2.011
H16 -1.304 -1.918 3.254
H17 1.759 -1.401 -1.162
H18 2.778 2.146 -0.338
H19 2.818 0.116 2.114
H20 1.018 -0.836 2.585
H21 1.636 2.860 0.264
H22 -2.196 1.970 -3.021


Run 4
Entry from the OMol25 dataset: a 11-piece molecular cluster, H22O11 overall (wB97M-V/def2-TZVPD).

Computed properties:
Gap between HOMO and LUMO (eV): 10.58
HOMO level (Eh): -0.400
Structure (SMILES): O.O.O.O.O.O.O.O.O.O.O
2S+1: 1

Atoms and positions in Å:
O1 -0.500 2.393 0.550
O2 3.742 -1.488 2.523
O3 5.067 0.281 -0.887
O4 -2.081 -0.373 0.520
O5 0.623 0.283 -0.362
O6 -3.901 -2.168 -1.222
O7 -0.812 -2.907 1.709
O8 3.350 2.487 -1.309
O9 -4.656 0.406 -0.740
O10 -2.175 3.605 1.669
O11 1.456 -3.063 -0.834
H1 -1.157 2.397 -0.155
H2 5.126 -0.591 -1.292
H3 3.954 3.200 -1.546
H4 -4.107 1.146 -1.022
H5 -2.627 3.553 0.819
H6 -0.282 0.615 -0.369
H7 5.856 0.739 -1.199
H8 -2.860 3.392 2.312
H9 4.359 -0.881 2.100
H10 2.722 2.459 -2.039
H11 0.559 -0.559 0.103
H12 0.622 -3.389 -1.188
H13 2.127 -3.507 -1.365
H14 -1.155 -2.009 1.643
H15 -3.559 -3.069 -1.256
H16 -3.182 -1.660 -0.830
H17 -2.205 0.489 0.108
H18 -1.017 -3.300 0.854
H19 3.160 -0.914 3.033
H20 -1.287 -0.722 0.099
H21 0.343 2.343 0.085
H22 -5.500 0.813 -0.513


What is the stability order? It is run 1, run 3, run 4, run 2, from most stable to least stable.


Run 1
Entry from the OMol25 dataset: a 11-piece molecular cluster, H22O11 overall (wB97M-V/def2-TZVPD).

Computed properties:
Gap between HOMO and LUMO (eV): 10.17
HOMO level (Eh): -0.396
Structure (SMILES): O.O.O.O.O.O.O.O.O.O.O
2S+1: 1

Atoms and positions in Å:
O1 1.430 -0.367 -2.318
O2 -0.565 1.246 -3.579
O3 -0.379 -1.261 4.275
O4 -1.723 -1.475 -1.763
O5 -0.403 -0.161 0.696
O6 1.576 -1.645 2.029
O7 1.588 2.798 1.983
O8 1.777 2.168 -0.745
O9 -3.421 0.694 -0.856
O10 -1.565 2.494 2.866
O11 0.471 -3.099 -1.482
H1 -3.091 0.675 0.048
H2 0.871 -1.024 1.756
H3 -1.441 1.898 2.119
H4 -2.187 -2.115 -1.209
H5 -0.845 -0.748 3.606
H6 -0.076 0.643 0.275
H7 0.333 -3.837 -2.093
H8 1.172 -3.399 -0.887
H9 0.060 1.908 -3.889
H10 -2.839 0.088 -1.339
H11 2.233 -1.096 2.467
H12 1.009 -1.220 -2.493
H13 1.869 2.645 1.064
H14 -0.094 -2.059 3.815
H15 -0.056 0.692 -2.967
H16 2.377 -0.546 -2.355
H17 2.213 2.801 -1.327
H18 2.144 2.220 2.514
H19 -2.477 2.351 3.144
H20 -0.607 -0.763 -0.037
H21 1.537 1.424 -1.310
H22 -0.890 -1.929 -2.009


Run 2
Entry from the OMol25 dataset: a 11-piece molecular cluster, H22O11 overall (wB97M-V/def2-TZVPD).

Computed properties:
Gap between HOMO and LUMO (eV): 10.54
HOMO level (Eh): -0.390
Structure (SMILES): O.O.O.O.O.O.O.O.O.O.O
2S+1: 1

Atoms and positions in Å:
O1 -3.200 1.169 -2.350
O2 0.612 -2.071 -2.426
O3 2.375 -0.369 3.475
O4 -0.539 4.215 2.188
O5 -0.921 -1.503 0.158
O6 -2.510 -1.381 -2.110
O7 1.708 1.973 2.408
O8 -1.905 0.829 1.737
O9 0.293 1.322 -0.247
O10 2.028 0.547 -2.643
O11 1.640 -3.609 -0.064
H1 -1.922 -1.540 -1.339
H2 -0.629 -2.406 -0.056
H3 -1.258 3.690 2.534
H4 -2.422 1.577 -1.955
H5 2.833 -0.147 4.273
H6 0.001 -1.216 0.250
H7 1.080 1.776 1.709
H8 2.580 2.001 2.001
H9 -0.645 1.373 -0.007
H10 0.672 -1.118 -2.458
H11 -0.186 -2.505 -2.710
H12 -2.766 0.321 -2.587
H13 2.570 1.141 -3.186
H14 1.001 -4.303 -0.173
H15 1.597 -3.598 0.895
H16 -1.749 -0.065 1.422
H17 0.305 3.774 2.317
H18 2.717 -0.138 -2.608
H19 -3.055 -2.176 -2.046
H20 -2.809 0.893 2.052
H21 0.303 1.306 -1.201
H22 2.201 0.237 2.746


What is the stability order? It is run 1, run 2, from most stable to least stable.